27
Properties=species:S:1:pos:R:3:mulliken_spin:R:1 method="wB97M-V/def2-TZVPD" homo_ev="-12.991 / -13.518" gap_ev="9.3 / 6.6" s2=0.7711 e_lumo_ev="-3.67 / -6.97" total_charge=+1 multiplicity=2
C 0.13355 -0.20638 -2.60478 0.00
C 1.64375 -0.13208 -2.46226 0.00
H -0.39082 0.37946 -1.83588 0.00
H -0.20783 0.22130 -3.55146 0.00
H -0.29080 -1.21520 -2.53927 0.00
H 1.93797 -0.10014 -1.40473 0.00
H 2.09960 0.68167 -3.00253 0.00
H 2.06415 -1.10876 -2.72397 0.00
C 0.53887 2.40235 2.09888 0.00
C 1.50023 -0.00045 2.01636 0.20
C 0.54001 0.97942 1.76698 0.25
C -0.04260 -0.99476 0.80385 0.01
C -0.50055 0.29651 1.04857 0.00
C -0.75470 -1.94243 0.10084 0.05
C -1.71581 0.70391 0.51878 0.19
C -2.10634 -1.59760 -0.15758 0.12
C -2.57922 -0.32370 0.09230 -0.04
N 1.20957 -1.11491 1.41209 0.15
H 2.30402 0.12331 2.71233 0.01
H 1.64305 -1.98440 1.68296 -0.01
H 1.09099 3.16390 1.51837 0.03
H 0.89978 2.56680 3.12494 0.02
H -0.24317 -2.84442 -0.23946 0.00
H -2.03683 1.74870 0.47025 0.01
H -2.69438 -2.33034 -0.67758 0.00
H -3.57384 -0.16745 -0.27241 0.00
H -0.46863 2.79570 2.10442 0.00

=====

28
Properties=species:S:1:pos:R:3:lowdin_charge:R:1 method="wB97M-V/def2-TZVPD" homo_ev=-11.985 gap_ev=8.1 e_lumo_ev=-3.87 total_charge=+1 smiles="CNc1ccccc1[C@@H]1C=[NH+]CC1"
C 1.26686 -1.83285 1.58883 -0.09
N 0.66903 -1.19646 0.42457 -0.06
C 1.19343 0.13893 -0.01961 -0.16
C 2.57861 0.36632 -0.11903 -0.02
C 2.90057 1.54867 -0.64162 -0.10
C 1.99188 2.41195 -1.19046 -0.08
C 0.64939 2.20713 -0.98512 -0.03
C 0.19109 1.00839 -0.44839 -0.15
C -1.24633 0.72048 -0.15174 -0.23
C -1.39813 0.07896 1.10011 0.03
N -2.18768 -0.93443 0.95874 0.07
C -2.77582 -1.20733 -0.29741 -0.13
C -1.97762 -0.22143 -1.15785 -0.06
H 0.75206 -1.51876 2.56590 0.09
H 1.17174 -2.93033 1.51187 0.09
H 2.32140 -1.47376 1.70122 0.08
H 0.35632 -1.72695 -0.33779 0.10
H 3.24661 -0.48854 0.15187 0.14
H 3.94513 1.65648 -1.10003 0.15
H 2.19549 3.45894 -1.52948 0.14
H -0.05562 2.89863 -1.42841 0.12
H -1.70713 1.71788 -0.17044 0.18
H -1.10771 0.47193 2.03581 0.17
H -2.52381 -1.42539 1.78502 0.19
H -3.86710 -0.93186 -0.07451 0.17
H -2.65771 -2.23454 -0.73173 0.15
H -1.17395 -0.80393 -1.69716 0.14
H -2.75100 0.24188 -1.74312 0.12

=====

31
Properties=species:S:1:pos:R:3:lowdin_charge:R:1 method="wB97M-V/def2-TZVPD" homo_ev=-2.565 gap_ev=6.1 e_lumo_ev=3.51 total_charge=-1 smiles="CC(C)=NO[C@@]1(c2ccco2)N([O-])C1(C)C"
C -2.06209 -3.68810 0.07005 -0.06
C -1.23025 -2.41268 0.07813 -0.40
C -1.63603 -1.54750 -1.06488 -0.02
N -0.43838 -2.24483 1.02792 0.13
O 0.31395 -0.98003 1.14902 -0.12
C 0.33766 0.40062 0.56630 -0.24
C 1.21949 0.56582 -0.61414 -0.16
C 1.40731 1.37235 -1.66996 -0.06
C 2.34878 0.75241 -2.49736 -0.07
C 2.54840 -0.49265 -1.93749 -0.20
O 2.02423 -0.60207 -0.76816 0.04
N -1.00515 1.16720 0.52599 -0.14
O -1.27200 1.82418 -0.61875 -0.32
C 0.04990 1.69319 1.37278 -0.43
C 0.86799 2.91142 0.96288 -0.02
C -0.20391 1.51020 2.86541 -0.02
H -2.40492 -3.86111 1.12268 0.08
H -1.58909 -4.62056 -0.19143 0.05
H -3.01378 -3.47161 -0.57488 0.10
H -1.42011 -0.51916 -0.93457 0.04
H -2.66134 -1.58411 -1.22903 0.05
H -1.08179 -1.85690 -1.92748 0.09
H 0.60388 2.09531 -1.92531 0.12
H 2.66378 1.11227 -3.38758 0.05
H 3.11147 -1.37127 -2.36904 0.13
H 0.93394 3.63019 1.79800 0.08
H 0.40920 3.25254 0.11910 0.03
H 1.89593 2.61356 0.78637 0.08
H 0.77441 1.03112 3.19222 0.11
H -1.13053 0.86678 2.91699 0.10
H -0.36095 2.45344 3.15621 0.01

=====

30
Properties=species:S:1:pos:R:3:lowdin_charge:R:1 method="wB97M-V/def2-TZVPD" homo_ev="-8.656 / -9.351" gap_ev="7.0 / 7.7" e_lumo_ev="-1.67 / -1.65" total_charge=0
C -0.04173 -0.49199 1.32277 0.02
C 0.95006 -0.21349 0.68678 -0.24
C -3.96247 -2.11509 -0.68887 -0.11
C -3.37178 -1.90720 0.47079 -0.07
C -3.42203 -0.00081 -0.67755 -0.29
C -2.40069 2.06929 0.25418 -0.08
C -2.03371 1.39562 1.33047 -0.18
C -3.16896 1.42646 -0.84088 -0.12
C 3.32385 -1.89875 -0.56546 -0.20
C 2.92324 1.03794 -1.50430 -0.16
C 3.99170 0.32684 1.41050 -0.18
N -4.02842 -0.89470 -1.43022 0.12
N -3.01820 -0.55817 0.54195 -0.07
N -2.30143 0.02823 1.50257 0.10
Si 2.73053 -0.22448 0.06946 0.53
H -4.25978 -3.12453 -1.07506 0.12
H -3.31839 -2.42474 1.42778 0.13
H -2.25875 3.22868 0.19327 0.15
H -1.43392 1.93047 2.10933 0.13
H -2.64678 1.67892 -1.86911 0.17
H -4.12221 1.94324 -0.84745 0.12
H 4.37314 -2.01848 -0.65664 0.01
H 3.22689 -2.68668 0.27498 0.07
H 2.64119 -2.01186 -1.35163 -0.01
H 2.80415 2.05559 -1.01980 0.04
H 3.91801 1.03220 -1.83831 -0.01
H 2.27100 0.86665 -2.25734 -0.04
H 3.51271 0.53146 2.35707 0.01
H 4.74086 -0.31468 1.67968 -0.02
H 4.38192 1.33403 0.99105 0.06

=====

38
Properties=species:S:1:pos:R:3:lowdin_charge:R:1 method="wB97M-V/def2-TZVPD" homo_ev=-8.785 gap_ev=6.4 e_lumo_ev=-2.35 total_charge=0 smiles="O=[N+]([O-])c1cc([N+](=O)[O-])c2nonc2c1.CN(C)C(=N)N(C)C"
O -2.90607 0.99032 1.56583 0.06
N -2.48891 -0.18957 1.56457 -0.32
O -3.23713 -1.17460 1.43410 0.07
C -1.06233 -0.42012 1.72043 -0.13
C -0.15689 0.63989 1.44942 0.09
C 1.21227 0.40130 1.42969 -0.07
N 2.13117 1.51757 1.33699 -0.31
O 3.35725 1.32951 1.26288 0.09
O 1.60554 2.65613 1.35545 0.05
C 1.67075 -0.96649 1.60855 -0.15
N 2.85910 -1.52352 1.28476 0.17
O 2.68476 -2.87470 1.51494 -0.06
N 1.39210 -3.19207 2.02841 0.18
C 0.75316 -1.98259 2.01506 -0.20
C -0.62095 -1.68649 2.13379 0.10
H -0.54398 1.63662 1.24942 0.14
H -1.29828 -2.47103 2.45471 0.13
C 0.39894 -0.01977 6.29539 -0.08
N -0.86764 0.11877 5.63320 -0.17
C -0.98925 1.23807 4.72570 -0.06
C -1.78698 -0.89707 5.51296 -0.43
N -2.37902 -1.03712 4.36048 0.13
N -2.08046 -1.66377 6.61515 -0.16
C -1.18748 -1.90028 7.71879 -0.07
C -3.41949 -2.18679 6.75846 -0.07
H 0.74363 -1.06119 6.29451 0.09
H 1.14004 0.57011 5.74373 0.09
H 0.34559 0.36091 7.32113 0.08
H -1.93840 1.14725 4.18966 0.07
H -0.97704 2.17473 5.29916 0.10
H -0.16514 1.24064 3.99868 0.07
H -3.02997 -1.82762 4.38316 0.05
H -0.78518 -0.96907 8.12608 0.07
H -1.76057 -2.38399 8.51623 0.09
H -0.36421 -2.56517 7.42842 0.09
H -4.12894 -1.47070 6.32922 0.09
H -3.53490 -3.14637 6.24006 0.09
H -3.62483 -2.32613 7.82256 0.08

=====

28
Properties=species:S:1:pos:R:3:lowdin_charge:R:1 method="wB97M-V/def2-TZVPD" homo_ev=-7.779 gap_ev=8.5 e_lumo_ev=0.70 total_charge=0
C 1.08267 0.51507 1.78596 0.00
C 2.43723 -0.59936 -0.99190 -0.54
C 1.50742 0.32824 3.00266 0.02
C -1.46531 -0.94626 -1.32992 -0.12
C -1.08843 -0.55844 -0.15911 -0.30
C 1.39106 -1.50915 -0.34503 -0.02
C 0.36835 -0.53505 0.20221 -0.09
C 1.02833 0.86319 0.34918 -0.38
C -2.84290 -0.98111 -1.92383 -0.07
C -2.01556 -0.02363 0.86071 -0.02
C 0.52133 2.28053 0.02496 0.00
N 2.35584 0.62670 -0.48013 0.16
O 3.33936 -0.97136 -1.67293 0.08
H 2.19197 1.03476 3.46310 0.06
H 1.30339 -0.53624 3.66897 0.08
H -0.78606 -1.31941 -2.07968 0.10
H 0.94723 -2.16262 -1.13714 0.13
H 1.88354 -2.10486 0.38847 0.12
H -3.44889 -0.24480 -1.54279 0.03
H -2.70275 -1.00415 -2.92016 0.03
H -3.37028 -1.90074 -1.55070 0.11
H -1.42801 0.75167 1.37499 0.07
H -2.93034 0.35500 0.29629 0.10
H -2.40219 -0.77615 1.52979 0.09
H -0.16147 2.73495 0.81968 0.11
H 0.07454 2.36384 -0.88413 0.05
H 1.39091 2.89049 0.15053 0.07
H 2.81901 1.42887 -0.90007 0.15

=====

29
Properties=species:S:1:pos:R:3:lowdin_charge:R:1 method="wB97M-V/def2-TZVPD" homo_ev=-8.403 gap_ev=8.9 e_lumo_ev=0.48 total_charge=0 smiles="C[Si](C)=NCc1ccccc1O.C#C"
C 0.62724 -2.56879 0.97828 -0.19
Si 1.15091 -1.54950 -0.53741 0.65
C 3.02051 -1.12750 -0.19050 -0.19
N 0.32455 -0.92128 -1.75174 -0.17
C -1.08611 -0.76043 -2.06878 -0.27
C -1.70896 0.10379 -1.01689 -0.19
C -2.30453 -0.36873 0.12392 -0.07
C -2.77007 0.41803 1.16292 -0.10
C -2.53156 1.74008 1.06556 -0.11
C -1.80988 2.28258 0.00873 -0.06
C -1.50191 1.49128 -1.05753 -0.29
O -0.83094 1.92084 -2.20322 0.06
H -0.45426 -2.47533 1.12654 0.01
H 0.97303 -3.57395 0.63538 0.04
H 1.23838 -2.15558 1.77264 0.02
H 3.31743 -1.97148 0.43506 0.01
H 3.52310 -0.97206 -1.14288 0.02
H 3.10231 -0.15329 0.34744 0.02
H -1.12345 -0.24354 -3.02061 0.09
H -1.59032 -1.84357 -2.12100 0.15
H -2.47749 -1.46857 0.16044 0.12
H -3.34341 -0.05236 1.90369 0.09
H -3.08589 2.42131 1.79958 0.13
H -1.66376 3.38973 -0.07499 0.14
H -0.41443 2.69197 -1.94181 0.06
C 1.46381 2.78767 1.42178 0.02
C 1.18776 1.90858 0.63512 -0.03
H 1.78379 3.57250 2.07451 0.02
H 1.02795 1.35687 -0.32754 0.04

=====

37
Properties=species:S:1:pos:R:3:lowdin_charge:R:1 method="wB97M-V/def2-TZVPD" homo_ev="-23.251 / -23.273" gap_ev="4.6 / 4.8" e_lumo_ev="-18.61 / -18.50" total_charge=+4
I -1.80722 0.66870 -3.46995 0.84
I 1.62378 -3.62968 -0.59559 1.07
Al 0.57833 -1.44507 -0.11121 -0.53
Bi -1.07113 1.03410 -0.73316 1.31
S 1.19419 -0.02016 -1.78922 0.69
C -0.15767 3.51933 -0.04678 -0.06
C -2.93166 1.43559 1.27373 -0.04
C 2.60087 1.27041 -2.06682 -0.76
C 3.78889 0.41843 -2.47385 -0.06
C 2.86711 2.08546 -0.82699 -0.06
C 2.05296 2.09656 -3.22169 -0.08
C 0.47088 -1.15246 2.11959 -0.03
C 1.29817 -0.29777 1.46098 -0.22
O -3.81995 1.58848 1.96766 0.19
O -0.14231 4.57740 0.38918 0.20
O 0.00214 -1.33017 3.20846 0.44
O 2.07751 0.58608 1.75611 0.34
H 4.62528 1.06231 -2.76804 0.14
H 3.52931 -0.21605 -3.32741 0.11
H 4.11516 -0.22643 -1.65085 0.10
H 3.67841 2.80754 -1.04495 0.15
H 3.16610 1.45233 0.02397 0.08
H 1.98126 2.65103 -0.49793 0.03
H 2.81597 2.80967 -3.56191 0.14
H 1.15032 2.65914 -2.94578 0.07
H 1.78737 1.44077 -4.06107 0.10
C -2.50379 -3.15248 -0.93224 -0.01
C -2.48457 -1.97549 0.01016 -0.44
C -2.63903 -2.33103 1.46944 -0.01
O -1.24802 -1.21330 -0.21751 -0.48
H -1.78112 -3.91734 -0.64848 0.08
H -2.32515 -2.84725 -1.96548 0.10
H -3.49951 -3.59030 -0.87332 0.13
H -3.28373 -1.28685 -0.26836 0.14
H -1.94061 -3.11294 1.77073 0.11
H -2.51942 -1.47880 2.13852 0.08
H -3.65031 -2.72002 1.59893 0.13

=====

no.,energy (eV),M (g mol⁻¹),F_max (eV Å⁻¹)
1,-13132.650,161.2,2.15
2,-14622.300,175.3,5.65
3,-20765.981,223.3,5.09
4,-23990.937,217.3,5.52
5,-32308.176,325.3,2.93
6,-15183.154,177.2,4.67
7,-23061.689,205.3,3.43
8,-61324.839,750.1,10.83